(1)
A structure of composition C16H13EuN4OS4Sb at a distorted geometry. Source: the OMol25 dataset; level of theory: wB97M-V/def2-TZVPD.

XYZ file:
```
40
Properties=species:S:1:pos:R:3
Eu -0.014 -0.944 -0.167
O 0.854 -1.509 1.935
N 2.156 -1.693 2.094
C 2.553 -2.634 2.967
C 3.877 -2.873 3.209
C 4.841 -2.124 2.534
C 4.417 -1.169 1.640
C 3.065 -0.928 1.390
S 2.530 0.270 0.279
H 1.733 -3.169 3.427
H 4.145 -3.648 3.910
H 5.893 -2.299 2.694
H 5.118 -0.572 1.080
C -2.078 1.188 -5.263
C -2.267 2.340 -4.420
C -2.029 2.276 -3.086
C -1.566 1.061 -2.460
C -1.403 -0.193 -3.298
C -1.680 0.019 -4.750
N -1.321 0.962 -1.177
N -1.585 2.056 -0.398
C -1.515 1.808 0.905
C -1.832 2.899 1.773
C -1.839 2.720 3.120
C -1.531 1.457 3.666
C -1.217 0.457 2.779
N -1.207 0.593 1.447
H -2.254 1.281 -6.325
H -2.590 3.267 -4.869
H -2.145 3.131 -2.446
H -2.102 -0.948 -2.892
H -1.532 -0.843 -5.388
H -2.068 3.843 1.317
H -2.079 3.552 3.771
H -1.513 1.276 4.727
H -0.923 -0.527 3.138
S 1.381 -3.444 -0.722
Sb -0.394 -3.378 -2.225
S 0.263 -0.972 -3.075
S -2.144 -2.587 -0.842
```

Electronic energy   -3455.21701 hartree
Net charge   -2
E_LUMO (alpha / beta)   0.17669 / 0.17663 Ha
HOMO (alpha / beta)   0.00717 / -0.03584 Ha
Orbital gap (alpha / beta)   4.613 / 5.782 eV
⟨S²⟩   15.761
Multiplicity   8
Maximum force   1.601 eV/Å

=====

(2)
A structure of composition C21H28N2O4S2 at a distorted geometry. Source: the OMol25 dataset; level of theory: wB97M-V/def2-TZVPD.

XYZ file:
```
57
Properties=species:S:1:pos:R:3
C 2.102 1.536 3.200
H 2.507 1.737 4.189
O 2.480 2.640 2.403
C 2.237 2.581 1.074
C 2.744 3.632 0.303
C 2.556 3.645 -1.062
C 1.880 2.609 -1.690
C 1.366 1.568 -0.931
C 1.525 1.564 0.449
H 1.107 0.750 1.015
C 0.633 0.420 -1.582
N 1.091 -0.885 -1.144
C 0.449 -1.550 -0.188
N -0.558 -1.052 0.464
C -1.136 -1.915 1.335
O -0.753 -3.081 1.444
C -2.276 -1.350 2.132
H -2.381 -1.939 3.044
H -2.048 -0.315 2.382
C -3.591 -1.411 1.340
C -3.564 -0.590 0.053
C -3.286 0.901 0.283
C -3.931 1.576 -0.922
H -4.072 2.647 -0.782
H -3.314 1.422 -1.810
C -5.252 0.823 -1.063
H -5.677 0.910 -2.062
H -5.976 1.226 -0.354
C -4.913 -0.631 -0.700
H -4.829 -1.245 -1.597
H -5.693 -1.068 -0.077
H -2.221 1.108 0.366
H -3.782 1.234 1.196
H -2.780 -0.990 -0.594
H -4.393 -1.043 1.985
H -3.807 -2.455 1.096
S 0.999 -3.178 0.054
C 2.418 -2.912 -1.139
C 3.711 -3.050 -0.364
H 3.608 -3.703 0.497
H 4.561 -3.352 -0.970
S 4.037 -1.342 0.156
O 3.119 -0.936 1.181
O 5.433 -1.113 0.387
C 3.513 -0.678 -1.453
H 4.320 -0.893 -2.148
H 3.327 0.388 -1.396
C 2.261 -1.496 -1.742
H 2.090 -1.553 -2.827
H 2.334 -3.682 -1.907
H -0.428 0.474 -1.320
H 0.738 0.470 -2.670
H 1.751 2.615 -2.763
H 2.950 4.460 -1.650
H 3.284 4.420 0.801
H 2.520 0.603 2.810
H 1.012 1.450 3.265
```

Electronic energy   -2023.86776 hartree
E_LUMO   0.00889 Ha
HOMO   -0.31341 Ha
Orbital gap   8.770 eV
Maximum force   1.222 eV/Å

=====

(3)
An isolated molecule of C5H6O2. Source: the OMol25 dataset; level of theory: wB97M-V/def2-TZVPD.

XYZ file:
```
13
Properties=species:S:1:pos:R:3
C -1.558 -1.303 1.540
C -0.731 -0.671 0.758
C 0.003 0.038 -0.072
C -0.759 0.766 -1.112
O -0.273 1.615 -1.833
C 1.507 0.262 0.010
O 2.115 0.285 -1.255
H -2.007 -0.801 2.394
H -1.827 -2.341 1.362
H -1.830 0.492 -1.186
H 1.692 1.197 0.562
H 1.971 -0.552 0.574
H 1.697 1.013 -1.742
```

Electronic energy   -344.52651 hartree
E_LUMO   0.00999 Ha
HOMO   -0.36562 Ha
SMILES   C=C=C(C=O)CO
Orbital gap   10.221 eV
Maximum force   0.454 eV/Å

=====

(4)
A structure of composition C17H20N5O7PPt at a distorted geometry. Source: the OMol25 dataset; level of theory: wB97M-V/def2-TZVPD.

XYZ file:
```
51
Properties=species:S:1:pos:R:3
Pt -0.154 0.782 0.365
O 0.813 6.743 0.523
C 0.652 5.406 0.609
C -0.283 4.822 1.458
C -0.406 3.455 1.449
N 0.365 2.715 0.656
C 1.305 3.252 -0.125
C 1.484 4.609 -0.177
C 2.158 2.246 -0.873
O 3.086 2.645 -1.551
O 1.817 1.004 -0.676
C -1.347 2.681 2.357
O -1.995 3.318 3.170
O -1.322 1.401 2.186
H 0.169 7.182 1.089
H -0.917 5.393 2.125
H 2.251 5.026 -0.813
O -2.271 -1.797 -0.711
C -2.795 -0.686 -0.526
C -4.254 -0.508 -0.150
C -4.456 1.000 -0.202
C -3.046 1.545 -0.388
O -2.744 2.716 -0.394
N -2.139 0.494 -0.592
H -4.360 -0.899 0.863
H -4.906 -1.085 -0.802
H -4.887 1.426 0.701
H -5.065 1.317 -1.049
C 1.089 -4.117 -1.376
N 1.714 -2.774 -1.747
C 2.990 -2.563 -0.909
N 2.722 -2.723 0.478
C 2.102 -4.014 0.760
N 0.844 -4.196 0.028
C -0.250 -3.318 0.496
P 0.192 -1.532 0.229
C 0.721 -1.667 -1.533
C 1.889 -1.621 1.005
H 1.797 -4.885 -1.682
H 0.165 -4.209 -1.940
H 1.987 -2.787 -2.729
H 3.337 -1.556 -1.127
H 3.700 -3.309 -1.259
H 1.895 -4.076 1.824
H 2.788 -4.815 0.485
H -0.432 -3.498 1.556
H -1.169 -3.531 -0.044
H 1.171 -0.720 -1.826
H -0.160 -1.865 -2.142
H 1.765 -1.757 2.080
H 2.390 -0.670 0.849
```

Electronic energy   -1920.96591 hartree
E_LUMO (alpha / beta)   -0.01988 / -0.01992 Ha
HOMO (alpha / beta)   -0.26364 / -0.26754 Ha
Orbital gap (alpha / beta)   6.633 / 6.738 eV
Maximum force   2.489 eV/Å